Entry 1:
Density functional theory data (ωB97M-V/def2-TZVPD) for C18H80N2O24Pd as an isolated structure.

XYZ file:
```
125
Properties=species:S:1:pos:R:3:forces:R:3
Pd 3.257383 -2.031115 3.887615 -0.327 1.411 -0.584
C -3.977634 2.514921 1.801251 -2.129 1.363 1.413
C -4.089785 2.215461 0.325969 -0.096 -2.351 0.245
C -3.855976 0.644868 0.134987 -0.811 -0.427 -1.000
C -5.028909 -0.286589 0.568910 0.404 1.925 0.633
C -6.289641 0.105683 -0.225252 1.191 0.122 1.954
C -6.634835 1.679271 -0.076670 -0.476 -1.503 -2.091
N -5.420045 2.501514 -0.345610 -0.886 5.206 -0.185
O -5.740083 3.978698 -0.583682 1.470 -6.276 1.175
C -7.364181 2.066874 1.189558 -0.177 -0.812 0.988
C -7.670530 1.780485 -1.219323 0.164 1.252 -0.271
C -2.982339 2.942758 -0.351592 0.477 0.341 -1.695
H -3.112597 2.157015 2.359550 0.124 -0.141 -0.577
H -4.873985 2.273604 2.372579 -0.088 -1.172 -0.044
H -4.118869 3.578587 1.992994 0.878 0.546 -0.433
H -2.904844 0.276649 0.519497 0.059 0.524 0.472
H -3.766729 0.468562 -0.936949 0.143 0.188 -0.309
H -5.223601 -0.072803 1.619858 -0.174 0.130 0.319
H -4.779844 -1.346862 0.612407 0.093 -0.019 -0.750
H -7.064546 -0.500205 0.244336 -0.625 0.390 -0.267
H -6.177795 -0.243123 -1.251859 -0.114 0.553 -0.161
H -8.436905 1.918948 1.065143 -0.005 -0.276 -0.084
H -7.294287 3.097063 1.538755 0.613 -0.030 -0.324
H -7.035225 1.367581 1.958237 -0.102 0.300 0.523
H -7.191883 1.642068 -2.188784 -0.071 0.197 -0.029
H -8.180705 2.741874 -1.159553 0.206 0.220 -0.353
H -8.475979 1.051352 -1.131426 0.318 -0.315 0.313
H -3.013839 2.710532 -1.416104 -0.120 0.102 -0.250
H -1.994960 2.590068 -0.053628 -0.071 0.027 0.541
H -3.045674 4.027431 -0.264523 -0.050 -0.093 0.245
C 3.946872 1.384595 0.330885 -0.281 -0.853 0.277
C 2.473900 0.872005 0.277431 -0.650 1.292 -0.703
C 1.987198 1.170118 -1.193222 1.765 -1.890 -0.206
C 0.670115 0.557605 -1.580242 -0.753 -0.103 0.154
C 0.600584 -0.958517 -1.256634 1.534 1.598 0.145
C 1.046123 -1.304743 0.221947 -0.923 0.905 -0.783
N 2.395335 -0.648912 0.522047 -0.302 0.577 0.784
O 2.951768 -1.011340 1.843786 -0.917 0.482 -1.520
C 1.038691 -2.810025 0.180904 0.804 -1.124 1.044
C -0.144762 -0.856495 1.146646 0.543 0.681 -0.662
C 1.655847 1.915307 1.153376 0.565 -1.844 1.406
H 4.013927 2.399130 -0.061948 -0.261 0.077 0.014
H 4.632055 0.776446 -0.259695 -0.116 -0.158 -0.109
H 4.331502 1.393903 1.350730 -0.100 -0.131 0.026
H 2.745665 0.675664 -1.800130 0.124 -0.509 -0.257
H 2.151894 2.177733 -1.574906 -0.534 0.394 0.775
H 0.539006 0.645590 -2.658746 0.195 0.208 -0.098
H -0.112565 1.185589 -1.154614 -0.492 -0.128 0.369
H 1.333756 -1.306005 -1.984525 0.443 -0.650 0.306
H -0.306940 -1.462505 -1.589034 -0.347 0.222 0.629
H 1.320529 -3.247042 1.138857 0.006 0.112 0.365
H 1.703111 -3.288258 -0.538763 0.156 0.392 -0.343
H 0.030764 -3.169752 -0.025960 0.144 0.253 -0.049
H -1.029086 -1.490599 1.083589 0.176 -0.342 -0.105
H -0.459177 0.097462 0.723300 -0.211 0.162 0.367
H 0.108342 -0.684655 2.192833 0.266 -0.132 0.006
H 1.478717 2.863698 0.646153 -0.154 -0.347 0.036
H 2.161360 2.089471 2.103231 0.683 0.443 -0.214
H 0.798245 1.473177 1.660464 -0.773 0.156 -0.986
O 0.225494 5.272247 -1.496941 0.345 -0.070 -0.469
H -0.506362 5.889180 -1.499626 -0.159 0.176 -0.022
H -0.017637 4.614303 -0.845613 -0.138 -0.036 0.810
O 4.514608 1.153955 -3.746072 -0.313 0.078 -0.574
H 5.238295 0.858356 -3.193671 0.299 -0.652 0.356
H 4.205644 1.957315 -3.327283 -0.104 0.592 0.105
O 0.040458 3.574409 3.776764 -0.006 -0.047 -0.035
H 0.475878 2.818416 4.170616 0.267 -0.264 0.042
H -0.663329 3.791440 4.388174 -0.239 0.175 0.108
O -0.049074 -5.506824 2.852048 -0.654 -0.212 0.247
H -0.045743 -4.791437 3.488009 -0.052 0.208 0.179
H 0.827972 -5.491404 2.468908 0.451 0.076 -0.472
O 6.011727 -0.554563 -2.044962 0.727 0.882 -0.340
H 5.220398 -0.983057 -1.718719 -0.346 -0.540 0.322
H 6.363930 -1.163297 -2.694290 0.068 -0.168 -0.171
O -1.567580 -2.677308 3.727605 0.484 0.403 0.714
H -1.919413 -3.421261 4.216456 -0.292 -0.118 0.159
H -1.648686 -2.933809 2.808981 -0.403 -0.252 -0.756
O -1.879778 -4.074021 1.417602 -0.601 0.539 -0.493
H -2.682793 -4.587222 1.328012 -0.436 -0.106 0.026
H -1.211067 -4.714912 1.659101 0.820 -0.649 0.424
O -1.118019 -2.467433 -3.966923 0.146 -0.309 -0.303
H -1.488894 -1.759777 -3.439753 -0.319 0.498 0.089
H -1.261614 -3.256516 -3.444475 -0.308 -0.076 0.037
O 4.446378 -2.191418 -0.646112 0.306 -0.946 -0.513
H 3.894897 -1.737123 -0.009150 -1.002 0.864 0.702
H 4.548855 -3.073526 -0.288886 0.348 -0.106 0.092
O -2.014655 0.314443 -3.079054 -0.300 -0.358 -0.054
H -2.271291 1.154058 -3.460403 -0.148 0.127 -0.202
H -1.234833 0.514391 -2.561247 0.217 0.127 0.231
O 2.259441 -5.556861 1.433569 0.282 -0.072 0.079
H 2.603130 -6.402862 1.720621 0.164 -0.465 0.100
H 2.489993 -5.506428 0.505921 -0.186 0.133 -0.615
O 3.769973 -3.917495 2.980838 0.920 -0.820 0.253
H 3.316060 -4.309515 2.234838 -0.603 -0.013 -0.416
H 4.405072 -4.580778 3.250891 0.274 -0.063 0.214
O 3.067727 -4.092079 -2.861334 0.287 -0.956 0.612
H 2.346182 -3.532116 -3.147768 -0.240 0.629 -0.782
H 3.344162 -3.718136 -2.024677 0.222 0.427 0.078
O 1.162266 -2.560224 4.161340 0.253 -0.420 0.530
H 0.847533 -3.261396 4.731885 0.019 0.040 0.346
H 0.432381 -2.389304 3.566119 -0.447 0.412 -0.307
O -1.946556 -3.707561 -1.352473 -0.309 0.077 -0.756
H -1.158999 -4.144581 -1.676528 0.259 -0.225 0.052
H -1.867754 -3.746680 -0.399334 0.048 0.040 0.586
O 0.066843 4.772122 1.284018 -0.268 0.233 -0.712
H 0.936165 5.159014 1.388083 0.188 0.184 0.027
H -0.003128 4.142586 2.001665 -0.059 -0.280 0.565
O 0.656451 3.234132 -3.438352 0.215 -0.712 -0.351
H 0.692693 3.782204 -2.654426 -0.108 0.593 0.146
H -0.249318 3.305647 -3.739506 -0.152 0.148 -0.121
O 1.567224 -2.537419 -4.607938 0.300 -0.769 0.243
H 1.686760 -1.623129 -4.864883 0.537 0.617 -0.156
H 0.642919 -2.600191 -4.367223 -0.668 0.120 -0.088
O 2.196022 0.208319 -4.991043 -0.743 -0.348 -0.449
H 2.916999 0.669841 -4.562759 0.867 0.030 0.300
H 1.423910 0.436260 -4.473257 -0.229 0.292 0.038
O 6.488886 0.844419 3.158958 -0.135 0.109 0.169
H 6.766524 0.388895 2.364195 -0.069 -0.159 -0.348
H 7.298626 1.195140 3.529850 0.250 0.090 0.152
O 4.045462 2.345042 3.863674 -0.275 0.307 0.498
H 3.475766 2.393800 3.096015 -0.024 -0.027 -0.160
H 4.929299 2.276335 3.502639 0.358 -0.337 -0.124
O 4.370277 3.638015 -2.478705 -0.060 0.092 -0.137
H 5.183727 3.459357 -2.006880 0.335 -0.058 0.116
H 3.829586 4.118203 -1.851578 -0.270 0.189 0.098
```
Positions in Å, forces in eV/Å.

Properties
- Lowest unoccupied orbital energy (spin up / spin down): -0.0329 / -0.0325 Ha
- 2S+1: 3
- HOMO-LUMO gap (spin up / spin down): 6.05 / 5.88 eV
- HOMO (spin up / spin down): -6.941 / -6.765 eV

---

Entry 2:
Density functional theory data (ωB97M-V/def2-TZVPD) for C33H28BrF6N2O5P2PdS as an isolated structure.

XYZ file:
```
79
Properties=species:S:1:pos:R:3:forces:R:3
Pd 0.968230 0.485955 1.364125 0.030 -0.082 -0.124
F -2.089162 2.046810 1.561561 0.031 0.054 -0.020
P -1.700045 3.624085 1.511132 -0.196 -0.133 0.029
F -2.937858 3.873098 0.460718 0.026 -0.003 -0.089
F -0.502120 3.379159 2.557365 0.009 0.023 -0.047
F -0.716425 3.343006 0.262444 0.051 0.022 0.013
F -1.342614 5.203879 1.439172 0.004 0.077 0.011
F -2.723948 3.914493 2.737808 -0.023 0.017 0.053
C 2.491084 -3.638476 1.470374 -0.035 0.061 0.004
C 3.100530 -2.325358 1.028110 -0.165 -0.099 0.147
N 3.495955 -1.504775 2.039836 -0.009 0.032 -0.114
O 3.229875 -2.037367 -0.149211 0.264 -0.127 -0.145
H 3.100320 -4.113166 2.240682 -0.012 0.005 0.001
H 2.386154 -4.292677 0.608740 0.007 0.002 -0.011
H 1.509788 -3.435985 1.904706 -0.002 -0.009 -0.009
H 3.005866 -1.618164 2.916517 0.063 -0.050 0.090
H 3.603227 -0.536854 1.754506 -0.029 0.038 0.021
O 0.242684 0.040935 -0.917932 -0.020 -0.113 0.119
P -0.450827 -0.142806 -2.210698 0.060 0.114 -0.043
C -0.912439 1.407853 -3.009522 -0.003 -0.021 -0.034
C -1.768388 2.239785 -2.287029 0.027 0.025 0.046
C -2.117796 3.481731 -2.794176 0.063 -0.039 0.013
C -1.622600 3.891063 -4.025003 -0.001 0.019 0.020
C -0.755952 3.074879 -4.739056 -0.006 -0.002 -0.005
C -0.392274 1.837235 -4.227525 -0.032 -0.011 -0.012
C -1.976585 -1.098330 -2.082076 0.009 -0.012 -0.067
C -2.947645 -1.094764 -3.082908 -0.009 0.024 -0.008
C -4.058220 -1.914070 -2.971462 0.000 0.005 -0.005
C -4.208319 -2.725127 -1.850485 0.014 0.021 -0.015
C -3.258750 -2.705565 -0.841887 -0.038 -0.030 0.026
C -2.134693 -1.897897 -0.958005 0.019 0.062 -0.037
C 0.588482 -1.084006 -3.361378 0.026 -0.014 0.005
C 0.218619 -1.415545 -4.663909 -0.003 -0.015 -0.014
C 1.064007 -2.177417 -5.454678 -0.022 0.010 -0.009
C 2.279145 -2.621516 -4.943166 -0.003 0.013 0.020
C 2.641381 -2.307360 -3.642591 0.025 -0.015 -0.014
C 1.799362 -1.539042 -2.847563 -0.039 0.033 0.006
H -2.117369 1.951864 -1.301090 -0.011 -0.015 -0.037
H -2.738324 4.133498 -2.196446 -0.047 0.020 0.039
H -1.889831 4.866308 -4.414773 0.002 -0.001 -0.006
H -0.345599 3.408127 -5.684948 -0.004 0.004 0.004
H 0.309047 1.215919 -4.769879 -0.004 -0.001 0.000
H -2.845652 -0.429938 -3.933839 -0.004 -0.009 -0.009
H -4.816862 -1.907561 -3.745043 -0.001 0.005 -0.003
H -5.086359 -3.353184 -1.754286 -0.003 -0.001 -0.002
H -3.396678 -3.284371 0.060942 0.027 0.013 -0.002
H -1.407879 -1.849636 -0.157463 -0.020 -0.038 -0.012
H -0.732627 -1.080889 -5.061532 -0.004 -0.010 -0.005
H 0.774895 -2.430132 -6.467926 -0.003 0.001 -0.001
H 2.938007 -3.220083 -5.561371 0.001 -0.001 -0.004
H 3.577348 -2.659911 -3.228233 -0.007 0.003 0.020
H 2.070048 -1.316746 -1.821459 0.017 0.021 -0.053
Br 6.641733 3.985154 0.096844 0.018 0.007 -0.003
C 5.022290 3.012345 0.444661 -0.015 0.000 0.010
C 4.484276 3.026183 1.717711 -0.015 -0.006 0.000
C 3.311503 2.311536 1.952802 0.029 0.019 -0.014
C 2.651814 1.578414 0.955009 -0.176 -0.023 0.020
C 3.249026 1.607641 -0.313374 0.033 0.028 -0.004
C 4.418878 2.312037 -0.583707 -0.014 -0.027 -0.003
H 4.964911 3.585014 2.511552 0.006 0.005 -0.009
H 2.893777 2.336270 2.954771 -0.006 -0.009 -0.002
H 2.785538 1.057470 -1.125943 -0.007 -0.005 -0.002
H 4.854723 2.310573 -1.575561 0.000 0.006 0.002
O -2.555381 -1.824031 1.937619 -0.009 0.006 0.067
C -1.721528 -1.479957 2.758679 -0.021 -0.009 -0.059
N -0.388642 -1.292449 2.533379 -0.018 0.067 0.093
S 0.408429 -1.109500 3.913705 0.103 0.230 0.144
O 1.177755 0.116572 3.939410 0.062 -0.055 0.047
O 1.150825 -2.302035 4.281512 0.012 0.009 -0.012
C -0.998261 -0.955047 4.977922 -0.028 -0.173 -0.043
C -1.085115 -0.661554 6.323729 -0.022 -0.015 -0.021
C -2.355134 -0.654729 6.887682 0.016 0.009 -0.002
C -3.479986 -0.943331 6.116939 -0.036 0.002 0.013
C -3.365865 -1.234909 4.763867 0.008 0.013 -0.034
C -2.102519 -1.229112 4.202187 0.062 0.054 0.077
H -0.202577 -0.431614 6.905811 -0.001 -0.012 0.005
H -2.475198 -0.412321 7.936673 0.001 -0.003 0.000
H -4.458288 -0.923850 6.582352 0.001 0.001 -0.006
H -4.227196 -1.445732 4.143575 -0.004 0.011 0.004
```
Positions in Å, forces in eV/Å.

Properties
- Net charge: -2
- Lowest unoccupied orbital energy (spin up / spin down): 0.1512 / 0.1512 Ha
- 2S+1: 2
- HOMO-LUMO gap (spin up / spin down): 5.62 / 6.49 eV
- HOMO (spin up / spin down): -1.503 / -2.377 eV

---

no.,largest force on an atom (eV Å⁻¹)
1,6.55
2,0.33